20
Properties=species:S:1:pos:R:3:forces:R:3 method="wB97M-V/def2-TZVPD" fmax_ev_per_a=3.03 e_above_lowest_kcal_mol=28.4 e_lumo_ev=0.92 e_homo_ev=-10.133 spin_multiplicity=1
C 1.581862 1.301750 -0.808646 -2.5 -0.6 0.5
C 0.698825 0.192434 -0.201474 1.1 1.2 2.0
C 0.998573 1.695305 -2.182120 2.8 1.1 0.4
O 1.465571 2.412087 0.080007 0.3 0.1 0.2
H 2.589890 0.883589 -0.793957 0.2 0.4 -0.6
H 0.976730 0.166531 0.876391 0.3 -0.6 -0.6
H 0.196316 2.424442 -2.182278 -0.7 -0.6 0.6
H 1.809406 2.373002 -2.533542 -0.3 -0.7 -0.9
H 0.847470 0.805603 -2.782033 -0.1 0.2 -0.4
H 2.267843 2.942471 0.097870 0.0 -0.1 -0.2
H 0.883501 -0.770934 -0.663186 -0.5 -0.1 -0.1
H -0.312139 0.551232 -0.050844 -0.6 -0.3 -1.0
C -1.798370 -2.189496 0.702423 1.4 0.3 -1.0
C -1.716007 -1.586726 2.089973 -1.6 0.3 0.9
H -2.577220 -2.894068 0.421456 -0.4 0.3 0.6
H -1.761570 -1.372426 -0.025895 -0.4 -0.2 -0.1
H -0.883556 -2.731860 0.465692 0.2 -0.1 0.1
H -1.640606 -0.497498 2.093840 0.4 -0.1 -0.3
H -2.656740 -1.729782 2.631155 -0.1 -0.2 0.0
H -0.969774 -1.975662 2.765159 0.5 -0.3 -0.1